{"formula": "C7H8NO5S", "method": "ωB97M-V with the def2-TZVPD basis set", "symbols": ["H", "O", "S", "O", "H", "C", "H", "H", "O", "O", "C", "H", "O", "C", "C", "C", "H", "N", "C", "C", "H", "H"], "xyz": [[-3.401526, 1.401317, -1.339348], [-0.791477, -2.269915, -0.352092], [1.731222, 1.749050, 0.341182], [-1.005488, 2.504640, -0.333716], [0.131458, -2.317622, -0.540914], [2.070674, -0.789866, -0.607946], [-0.164370, 2.552844, 0.194797], [0.234151, 1.207314, 2.285834], [0.375929, 0.372338, 2.641150], [3.054268, -0.168092, -1.024593], [-2.456614, 0.759144, -1.173930], [-3.033950, -1.477748, -1.384489], [1.843604, -1.920654, -0.729634], [-2.367528, -0.671048, -1.134223], [-1.309213, 1.213824, -0.622966], [-1.155088, -0.989984, -0.666287], [0.287561, -1.553619, 1.693412], [-0.414730, 0.188212, -0.386566], [0.912423, 0.130692, 0.242677], [0.836839, -0.520423, 1.646498], [1.918769, -0.653012, 1.835689], [2.703084, 1.252617, -0.584537]], "atomic_forces_ev_per_a": [[1.933, -1.183, 0.183], [-1.095, 0.870, 0.160], [0.068, 0.269, 0.420], [0.211, 0.269, 0.444], [2.081, -0.524, -0.246], [-0.479, 5.773, 0.707], [-0.697, -0.102, -0.948], [-0.296, 2.274, -1.062], [-0.436, -2.676, 1.397], [1.112, 1.194, -0.370], [-2.446, 0.969, 0.172], [-0.442, 0.313, -0.193], [-1.822, -6.663, -0.389], [-0.175, -0.118, -0.422], [0.871, 1.173, -0.031], [0.188, -0.194, 0.362], [0.871, 2.160, -0.233], [-0.392, -1.820, 0.035], [0.637, -0.424, -0.164], [0.917, -0.625, -0.286], [-0.377, -0.551, 0.288], [-0.233, -0.385, 0.176]], "mulliken_charge": [0.26, -0.62, -0.41, -0.53, 0.44, 0.54, 0.26, 0.37, -0.54, -0.74, -0.67, 0.43, -0.66, -0.43, 0.42, 0.06, 0.25, 0.42, -0.25, -0.23, 0.32, 0.32], "e_homo_ev": -3.91, "orbital_gap_ev": 7.08, "de_lowest_kj_mol": 98.5, "multiplicity": 1, "smiles": "O=C([O-])[C@](S)(CO)n1c(O)ccc1O", "energy_ev": -29952.0760, "molar_mass_g_mol": 218.2, "total_charge": -1}